Formula: C3H4BrNS
Source: the OMol25 dataset
Level of theory: ωB97M-V/def2-TZVPD

Structure (XYZ):
```
10
Properties=species:S:1:pos:R:3:forces:R:3
C 0.300204 -1.022566 -1.382780 0.7 1.2 0.5
C -0.273381 -1.491290 0.891344 1.6 -2.6 2.8
C 0.364604 1.936828 -0.029867 -2.8 1.3 -1.1
N -0.048419 -1.402603 -0.323332 0.4 -0.2 -2.4
S 0.792756 1.006925 1.190394 1.6 -1.3 2.2
Br -1.477741 2.578742 -0.139576 0.8 -0.4 -0.1
H -0.041102 -0.909991 -2.358299 -0.4 -0.7 -1.5
H -0.946457 -0.892891 1.333338 -2.6 2.0 1.2
H 0.318379 -2.110799 1.571429 -0.2 -0.2 -0.6
H 1.011158 2.307644 -0.752652 0.9 0.8 -1.0
```
Forces are in eV/Å.

Summary:
⟨S²⟩: 2.016
Calculated total energy, eV: -85536.8817
Largest force on an atom, eV/Å: 4.09
Gap between HOMO and LUMO (spin up / spin down), eV: 6.76 / 5.38
Spin multiplicity: 3